Entry 1:
{"formula": "C49H108ClF2N2O13S", "method": "ωB97M-V/def2-TZVPD", "symbols": ["C", "C", "C", "Cl", "N", "S", "C", "C", "O", "C", "C", "C", "C", "C", "C", "C", "C", "C", "C", "C", "C", "C", "F", "C", "C", "C", "C", "C", "N", "C", "C", "C", "O", "C", "O", "C", "C", "F", "H", "H", "H", "H", "H", "H", "H", "H", "H", "H", "H", "H", "H", "H", "H", "H", "H", "H", "H", "H", "H", "H", "H", "H", "H", "H", "H", "H", "H", "H", "H", "H", "H", "H", "H", "H", "H", "H", "H", "H", "H", "H", "H", "H", "H", "H", "H", "H", "C", "C", "O", "H", "H", "H", "H", "H", "H", "C", "C", "O", "H", "H", "H", "H", "H", "H", "C", "C", "O", "H", "H", "H", "H", "H", "H", "C", "C", "O", "H", "H", "H", "H", "H", "H", "C", "C", "O", "H", "H", "H", "H", "H", "H", "C", "C", "O", "H", "H", "H", "H", "H", "H", "C", "C", "O", "H", "H", "H", "H", "H", "H", "C", "C", "O", "H", "H", "H", "H", "H", "H", "C", "C", "O", "H", "H", "H", "H", "H", "H", "C", "C", "O", "H", "H", "H", "H", "H", "H"], "positions_angstrom": [[6.00159, 0.56590, -0.90614], [4.53195, 0.48272, -0.32425], [3.50575, 0.61058, -1.50693], [2.88762, 2.29611, -1.51092], [2.40916, -0.48905, -1.51253], [1.25777, 0.22784, -2.71462], [1.66355, -0.69618, -0.21038], [0.23492, -0.09349, -0.02015], [0.22083, 1.33905, 0.10470], [-1.08288, 1.80655, 0.24867], [-2.20726, 0.95984, 0.64316], [-3.56416, 1.47073, 0.74245], [-4.75696, 0.55291, 1.13927], [-3.88242, 2.87891, 0.44344], [-2.76478, 3.73207, 0.09139], [-1.40218, 3.22328, -0.00509], [-0.32851, 4.28854, -0.40394], [0.14357, 4.07632, -1.89158], [0.83163, 4.33346, 0.65215], [1.76927, -2.26399, 0.09544], [0.83256, -2.86827, 1.18122], [1.16760, -4.38596, 1.45668], [1.08528, -2.18195, 2.39180], [2.04525, -3.02354, -1.26208], [0.93271, -3.82187, -1.99418], [-0.35998, -3.02975, -2.42535], [-0.76482, -3.23798, -3.94913], [-0.83520, -1.86709, -4.73177], [-1.78053, -1.93378, -5.88331], [-1.47478, -0.70235, -6.68511], [-1.53479, -3.12674, -6.67539], [-0.11618, -3.54584, -7.20273], [-2.45190, -3.83568, -6.97735], [2.85205, -1.85542, -2.01537], [4.20184, -2.25007, -1.67940], [2.77234, -2.21808, -3.53874], [3.73816, -1.45387, -4.50233], [3.37701, -1.78776, -5.82563], [6.71820, 0.89658, -0.11542], [6.01456, 1.31664, -1.73565], [6.37979, -0.41078, -1.29074], [4.42561, 1.39600, 0.31532], [4.37320, -0.39234, 0.34423], [4.07587, 0.47958, -2.46058], [2.00586, 0.72457, -3.74617], [2.16942, -0.30233, 0.71146], [-0.55131, -0.47406, -0.71622], [-0.08552, -0.44581, 1.00203], [-2.08076, -0.11460, 0.88171], [-5.71174, 1.13571, 1.19565], [-4.55241, 0.20950, 2.18778], [-4.90668, -0.30120, 0.44118], [-4.92638, 3.23944, 0.48706], [-2.99726, 4.79981, -0.11947], [-0.81136, 5.30141, -0.37167], [1.21063, 4.41087, -1.98857], [0.17648, 2.96480, -2.06426], [-0.52073, 4.52588, -2.66004], [1.25523, 3.34064, 0.92732], [1.67005, 5.01576, 0.37166], [0.38817, 4.76224, 1.60993], [2.77597, -2.30551, 0.60302], [-0.22592, -2.75913, 0.84272], [1.93767, -4.77256, 0.73784], [1.61699, -4.51478, 2.46946], [0.26800, -5.02826, 1.31369], [2.82428, -3.78928, -1.01538], [1.29720, -4.38768, -2.89080], [0.59255, -4.62326, -1.28438], [-0.33736, -1.93314, -2.24025], [-1.22765, -3.42115, -1.82977], [-0.11903, -3.98272, -4.47011], [-1.80981, -3.64807, -3.98164], [0.16180, -1.55217, -5.14899], [-1.16567, -1.05817, -4.02762], [-1.16469, 0.13296, -6.01221], [-2.31929, -0.40630, -7.34609], [-0.57643, -0.92501, -7.33228], [0.72747, -3.05331, -6.66137], [-0.02865, -4.65895, -7.19209], [-0.05796, -3.20897, -8.26990], [4.84795, -1.63221, -2.06382], [3.08160, -3.29357, -3.60558], [1.75542, -2.19231, -3.99431], [4.79244, -1.79269, -4.34390], [3.70933, -0.34282, -4.44042], [2.51193, -3.90143, 5.72988], [2.34994, -5.24677, 6.41114], [3.37844, -6.14077, 6.00101], [2.48071, -4.01691, 4.64372], [1.72304, -3.21064, 6.03362], [3.48005, -3.45700, 5.97604], [1.39239, -5.69654, 6.14584], [2.39125, -5.13806, 7.49991], [4.22423, -5.74333, 6.24678], [-2.01913, -7.29813, -4.97067], [-0.66076, -7.30339, -4.29576], [-0.69924, -8.09256, -3.11096], [-2.78029, -6.90430, -4.29442], [-2.00486, -6.68879, -5.87723], [-2.32189, -8.31405, -5.23615], [-0.37142, -6.28962, -4.01248], [0.10702, -7.70703, -4.96449], [-0.94601, -8.98918, -3.36521], [-7.66589, 6.53059, -0.48325], [-7.01771, 5.31485, 0.14689], [-5.64920, 5.21771, -0.24930], [-7.60540, 6.47342, -1.57154], [-8.71481, 6.60927, -0.19177], [-7.14833, 7.44496, -0.18072], [-7.52295, 4.40325, -0.17457], [-7.06543, 5.37058, 1.23925], [-5.20472, 6.02184, 0.04461], [-5.34815, 1.74023, -3.45725], [-5.20733, 3.21331, -3.79318], [-5.79935, 4.01517, -2.78314], [-6.40111, 1.47121, -3.35383], [-4.89963, 1.11578, -4.23428], [-4.86396, 1.51444, -2.50245], [-5.70929, 3.43967, -4.73551], [-4.15195, 3.49026, -3.88753], [-5.34662, 3.82179, -1.95210], [-0.12555, 0.09308, 4.79901], [-1.62412, -0.01661, 4.99915], [-2.27866, -0.19092, 3.74334], [0.11013, 0.92840, 4.13302], [0.38495, 0.24479, 5.75045], [0.27036, -0.81220, 4.32947], [-2.02147, 0.89321, 5.44680], [-1.86439, -0.85819, 5.65651], [-1.93251, -1.00022, 3.34989], [-1.89031, 3.54369, 4.11870], [-2.88657, 4.64092, 4.29081], [-3.02571, 5.30963, 3.05695], [-0.92961, 3.94648, 3.79639], [-1.74859, 2.99549, 5.05351], [-2.21965, 2.84131, 3.34556], [-2.55613, 5.35886, 5.04310], [-3.86140, 4.24741, 4.60068], [-3.32574, 4.65435, 2.40619], [2.98267, 6.54401, 3.79369], [1.51063, 6.47651, 4.15305], [0.92623, 5.28030, 3.64164], [3.11345, 6.51074, 2.71002], [3.43677, 7.46040, 4.17513], [3.52154, 5.68713, 4.20778], [0.97292, 7.32033, 3.72070], [1.37463, 6.49936, 5.23875], [1.39908, 4.53671, 4.03428], [-3.70246, 2.73875, -8.00204], [-2.65645, 3.27143, -7.04214], [-1.50737, 2.42573, -7.03415], [-3.99998, 1.72626, -7.72053], [-4.58808, 3.37671, -8.00841], [-3.30284, 2.68399, -9.01826], [-3.05088, 3.30418, -6.02857], [-2.34774, 4.28234, -7.32574], [-1.15433, 2.40676, -7.93137], [7.36270, -3.49908, 4.59280], [7.64581, -3.94820, 6.01402], [6.78601, -5.02400, 6.37787], [6.32214, -3.18210, 4.49237], [8.01313, -2.66939, 4.30812], [7.51598, -4.32200, 3.88956], [7.47114, -3.13126, 6.71437], [8.68442, -4.27653, 6.11771], [6.94983, -5.74879, 5.76283], [1.64260, -0.12973, 9.60680], [1.90814, -1.28918, 8.66626], [1.85363, -0.85434, 7.30841], [0.66327, 0.30896, 9.40582], [1.67541, -0.45545, 10.64799], [2.38334, 0.66166, 9.46371], [1.15504, -2.06680, 8.79688], [2.89354, -1.72620, 8.85724], [2.52729, -0.17386, 7.19471]], "forces_ev_per_a": [[-0.3111, -0.0810, 0.2219], [0.7168, 0.8070, 0.1362], [2.0265, -0.1760, 0.9534], [0.4141, -0.8789, 0.1651], [0.0477, 1.7386, -1.2307], [-2.0837, -0.4507, -0.4869], [-1.3532, -0.5162, 2.7910], [-0.3612, -0.3855, 0.9265], [-0.5846, -0.7192, -0.6890], [-3.3001, 1.5309, 0.2828], [-0.3998, 1.3646, -0.3545], [-0.0358, 1.5543, -0.7891], [0.5743, 0.5062, 0.6279], [2.7888, -1.8352, 0.0876], [-0.2274, -2.0489, 0.4057], [-0.5142, 0.1715, 0.0907], [0.1122, -0.1131, -0.1389], [0.6190, -1.1650, 0.6138], [-0.6668, 0.4667, 0.9037], [1.1237, 0.1122, 0.2124], [0.4185, -1.0299, -0.7146], [0.2457, 0.0589, -0.7026], [-0.5340, 0.0716, -0.9309], [0.1645, 0.5854, 0.8630], [-1.0919, 0.3060, 0.2021], [-0.6731, -0.6510, -0.4869], [-0.7171, 0.7576, 0.1682], [0.1942, -0.7546, 0.0613], [1.1730, 0.8427, 0.3878], [0.4789, -0.3632, -0.5892], [0.3760, -0.7305, -0.4651], [-0.0343, 0.7586, 0.0015], [-0.1821, 0.1143, 0.0866], [1.1045, -4.4811, -1.7284], [-0.3215, 1.8832, 0.6093], [-0.0151, 0.5140, -1.1350], [0.0676, -0.3512, -0.0579], [0.2422, 0.1818, 1.0342], [-0.6352, -0.2597, -0.6628], [0.1388, -0.5496, 0.6970], [-0.3225, 0.6473, 0.2021], [-0.1735, -0.9105, -0.4844], [0.1199, 0.3879, -0.7561], [-0.7879, -0.0076, 0.6477], [0.4258, -0.4868, 0.8435], [0.2900, 0.4356, -1.5495], [0.6860, 0.4588, 0.1628], [0.5590, -0.1801, -0.9711], [-0.0834, 0.9016, -0.1808], [0.8918, -0.4086, -0.2442], [-0.2350, -0.1161, -0.9566], [0.2308, 0.5162, 0.5708], [0.9485, -0.1889, -0.0214], [0.5621, -0.9089, 0.1118], [0.2643, -0.9729, 0.1194], [-1.0535, 0.1344, -0.1962], [-0.0885, 0.9661, -0.0789], [0.4850, -0.1481, 0.6261], [-0.3252, 0.6104, -0.4444], [-0.6417, -0.4680, -0.0481], [0.6631, -0.6092, -1.2568], [-0.8006, -0.1286, -0.4628], [0.5741, 0.1314, 0.7758], [-0.6480, 0.4073, 0.5886], [-0.6424, 0.2154, -0.6988], [0.6568, 0.4962, 0.3905], [-0.5185, 0.8337, -0.4028], [0.1057, 0.6449, 0.8898], [0.5127, 0.6790, -0.5377], [0.3185, -0.7844, 0.0184], [0.8171, 0.4429, -0.3615], [-0.2905, 0.5869, 0.4025], [0.9212, 0.2809, -0.0238], [-0.4081, -0.2892, 0.6107], [0.0418, -0.6873, -0.7306], [-0.6678, -0.6359, -0.5713], [0.5598, -0.2025, 0.6513], [-0.6843, 0.4291, 0.3817], [-0.5729, -0.4803, -0.3728], [-0.1391, 0.9894, 0.1124], [-0.0462, -0.3299, 0.8466], [-0.1765, -0.2526, 0.0937], [-0.1988, 0.9861, 0.3512], [0.6888, 0.2541, 0.6268], [-0.7609, 0.3019, -0.2370], [-0.0832, -0.6857, -0.0019], [-0.1551, 0.0656, -0.0141], [0.4578, 0.1593, -0.0430], [-0.0260, -0.1344, -0.0791], [-0.0580, -0.0415, 0.0346], [0.0991, 0.0793, -0.0232], [-0.0658, 0.0329, 0.0979], [0.1063, -0.1236, 0.0088], [-0.1881, 0.0819, 0.0078], [-0.0448, -0.0473, 0.0017], [-0.0062, 0.1599, -0.0833], [-0.3118, -0.4923, -0.1070], [0.1876, 0.1790, 0.1853], [0.0693, 0.0562, -0.0266], [-0.0742, -0.0348, -0.0012], [0.0760, 0.0301, -0.0836], [0.0319, -0.0884, 0.1592], [0.0150, 0.1688, -0.1048], [0.0178, 0.0953, 0.0613], [-0.0650, 0.0224, -0.1259], [-0.0014, 0.3988, 0.0315], [0.0919, -0.0287, 0.1421], [-0.0312, -0.1004, 0.0511], [0.0375, 0.0464, 0.0080], [-0.0759, -0.0174, 0.1055], [0.1862, -0.0297, -0.0507], [-0.1319, -0.0524, 0.0021], [-0.0677, -0.0638, -0.0544], [0.0156, -0.1231, -0.0888], [-0.0279, -0.1257, 0.4304], [-0.0656, -0.0489, -0.2439], [0.0265, 0.0395, -0.0880], [-0.0055, -0.0421, 0.0500], [0.0956, 0.0208, -0.0501], [-0.0197, 0.0998, 0.0817], [0.0873, -0.0808, -0.1698], [-0.0894, 0.2957, 0.0137], [0.0844, 0.1750, 0.0011], [0.3113, -0.2133, -0.1833], [-0.2249, 0.0169, -0.0993], [-0.1137, 0.0497, 0.0359], [0.0181, -0.1101, -0.0426], [-0.0072, -0.0277, 0.1592], [-0.1040, -0.0797, -0.1070], [0.0127, 0.0687, 0.0903], [-0.0433, 0.0518, 0.1029], [0.5390, -0.7257, 0.1613], [-0.2698, -0.0956, -0.0986], [-0.3891, 0.5052, -0.5766], [-0.1011, 0.0777, 0.0869], [0.0405, -0.0527, -0.0436], [-0.0739, -0.0995, 0.1054], [-0.0455, 0.1283, -0.1606], [0.0366, -0.0168, 0.1905], [0.1747, 0.2201, 0.2133], [0.0470, 0.0603, -0.0614], [0.2731, -0.2467, 0.1009], [0.0086, 0.1225, 0.1607], [-0.0533, 0.0764, 0.0318], [0.0373, -0.0542, -0.0030], [0.0050, 0.0715, 0.0974], [-0.1118, -0.1553, -0.0258], [0.0170, 0.1843, -0.0013], [-0.0669, 0.0691, -0.0364], [-0.0668, -0.0484, 0.0274], [0.0192, -0.0242, -0.4647], [0.1828, -0.0469, 0.1739], [-0.0338, 0.0738, 0.0659], [0.0193, -0.0319, -0.0524], [-0.0427, 0.1142, 0.0020], [0.1393, -0.0627, 0.0778], [-0.1455, 0.0635, 0.0824], [-0.0389, 0.0225, 0.0990], [-0.0329, 0.1035, -0.0588], [-0.0108, -0.2418, -0.3203], [-0.2188, -0.0098, 0.1159], [0.0412, 0.0380, 0.0692], [-0.0047, -0.0415, -0.0376], [0.1064, 0.0401, 0.0124], [-0.0637, -0.1493, 0.0759], [0.0499, 0.1713, 0.0125], [0.0064, 0.0388, 0.1167], [-0.0791, 0.0100, 0.0556], [0.2237, 0.3524, 0.0430], [-0.0714, -0.0983, -0.0971], [0.0010, -0.0928, 0.0305], [0.0207, 0.0593, -0.0161], [0.0591, -0.0706, 0.0790], [0.0245, 0.0158, -0.1813], [-0.0668, -0.1016, 0.1359], [-0.0675, -0.0808, 0.0184]], "mulliken_charge": [-1.2069, -0.1417, -0.1090, -0.0565, 0.9463, -0.1671, 0.2008, -1.6718, 0.0914, 0.5900, -0.4610, 0.3543, -1.6568, -0.1277, -0.7176, 0.3681, 0.2576, -1.1883, -1.0654, -0.3636, 0.4162, -1.1213, -0.2916, -1.5965, -1.6954, 1.0931, -1.3964, -0.6334, 0.0653, -0.7334, 0.4015, -0.8034, -0.5337, 1.0823, -0.6202, -0.3005, -0.3115, -0.3468, 0.4190, 0.2896, 0.3012, 0.5678, 0.0624, 0.5013, 0.2647, 0.0303, 0.7332, 0.8198, 0.2262, 0.3601, 0.3012, 0.3556, 0.2030, 0.2153, 0.5294, 0.2862, 0.1050, 0.3180, -0.0788, 0.4610, 0.1798, 0.5574, 0.1639, 0.3409, 0.1024, 0.3529, 0.9125, 0.6059, 0.4568, -1.3579, 0.5854, 0.1876, 0.4972, 0.5282, 0.5257, 0.2853, 0.2240, 0.2735, 0.1367, 0.2695, 0.3449, 0.4675, 0.8226, -0.6785, 0.3272, 0.0791, -0.4025, -0.4577, -0.5237, 0.0184, 0.1200, 0.2878, 0.3394, 0.3034, 0.2981, -1.0288, 0.4179, -0.5496, 0.2897, 0.2300, 0.4135, -0.3237, 0.2619, 0.3131, -1.1791, -0.2779, -0.2918, 0.2681, 0.3791, 0.3335, 0.2883, 0.3316, 0.2000, -0.7474, 0.0275, -0.5111, 0.2731, 0.3380, 0.0352, 0.2808, 0.0241, 0.1998, -0.1973, -0.5382, -0.3630, -0.0041, 0.2556, 0.0703, 0.2831, 0.3106, 0.2412, 0.3077, -0.6234, -0.5275, -0.2620, 0.3139, -0.0433, 0.3288, 0.3179, 0.2076, -1.0435, -0.3850, -0.3840, 0.2296, 0.3717, 0.3287, 0.3047, 0.2923, 0.1831, -1.0851, 0.2223, -0.4926, 0.2227, 0.3707, 0.3947, -0.1583, 0.2872, 0.2760, -0.9246, -0.2986, -0.4913, 0.1680, 0.3394, 0.3400, 0.2774, 0.2972, 0.2896, -1.1740, -0.1954, -0.4309, 0.2748, 0.3720, 0.3479, 0.2820, 0.2917, 0.2312], "multiplicity": 1, "charge": 1, "energy_ev": -110941.213, "homo_lumo_gap_ev": 6.865}

Entry 2:
{"formula": "C5H5NO2", "method": "ωB97M-V/def2-TZVPD", "symbols": ["C", "C", "C", "C", "C", "H", "H", "H", "H", "H", "N", "O", "O"], "positions_angstrom": [[-0.02856, -0.50995, -0.27175], [-1.10862, -0.26943, 0.80771], [-0.61746, 1.22497, 0.94791], [-0.00285, 0.99121, -0.36055], [1.23511, -0.79934, 0.40808], [0.20298, -1.53953, -1.79153], [-1.49918, -0.88533, 1.88869], [-2.18651, -0.17649, 0.26087], [0.40388, 1.27710, 1.75774], [-1.08829, 2.34374, 1.09578], [2.12530, -1.24628, 1.11856], [-0.60550, -1.33287, -1.18914], [-0.34146, 1.81782, -1.33960]], "forces_ev_per_a": [[-1.0836, 0.0259, 2.1723], [-5.1742, 1.0993, 2.9170], [3.7928, 2.5386, 4.0585], [-4.8246, 6.4022, -6.0916], [5.4999, -4.7313, 4.4648], [-2.4229, -0.0383, 0.7053], [2.2092, 1.4737, -3.3635], [2.7650, -0.4494, 0.7817], [-3.0356, -0.3803, -1.8782], [0.4583, -3.4493, -0.4766], [-5.0801, 3.0416, -4.4747], [3.9544, -0.8921, -2.7214], [2.9414, -4.6406, 3.9066]], "mulliken_charge": [1.0016, -0.7024, -0.5607, 0.3520, -0.0122, 0.4198, 0.2848, 0.2706, 0.2287, 0.2923, -0.4611, -0.5321, -0.5813], "multiplicity": 1, "de_lowest_kcal_mol": 132.2, "energy_ev": -10845.583, "homo_lumo_gap_ev": 9.691}